Here is a cluster of 7 separate species, C16H43BF3O8S6 in total in a non-equilibrium geometry from the OMol25 dataset. Energies are from ωB97M-V with the def2-TZVPD basis set.

The geometry in ORCA input format:
```
! wB97M-V def2-TZVPD RIJCOSX def2/J DEFGRID3
* xyz -1 1
O 0.56 0.06 -0.88
B -0.26 0.28 -2.11
O 0.23 -0.34 -3.36
C -1.60 1.21 -1.95
C -2.90 0.56 -2.77
C -4.11 0.42 -1.65
C -5.59 0.14 -2.29
F -5.61 -0.86 -3.39
F -6.43 -0.43 -1.18
F -6.26 1.39 -2.82
H 0.52 0.95 -0.39
H 0.51 -1.30 -3.22
H -1.30 2.25 -2.43
H -3.25 1.30 -3.62
H -2.61 -0.45 -3.28
H -3.79 -0.35 -0.81
H -4.16 1.48 -1.10
C 1.84 5.23 0.05
S 0.33 4.24 0.06
O 0.52 3.11 -0.90
C -0.70 5.48 -0.76
H 2.65 4.63 0.49
H 2.11 5.50 -0.97
H 1.69 6.13 0.65
H -0.28 5.73 -1.74
H -0.77 6.37 -0.14
H -1.70 5.06 -0.90
C 3.12 1.54 1.35
S 1.72 1.92 2.43
O 1.77 3.40 2.71
C 2.38 1.07 3.89
H 2.94 2.00 0.38
H 4.04 1.93 1.78
H 3.19 0.45 1.22
H 3.35 1.49 4.16
H 2.48 0.01 3.67
H 1.68 1.21 4.72
C 0.52 -5.11 -1.55
S 0.87 -4.66 -3.26
O 1.04 -3.18 -3.32
C -0.78 -5.04 -3.89
H 1.41 -4.92 -0.95
H -0.31 -4.51 -1.17
H 0.27 -6.17 -1.49
H -1.53 -4.45 -3.37
H -0.99 -6.11 -3.76
H -0.81 -4.80 -4.96
C -1.94 -7.22 2.85
S -2.56 -6.42 1.36
O -1.89 -7.08 0.18
C -1.74 -4.84 1.64
H -2.29 -8.25 2.87
H -0.84 -7.22 2.85
H -2.31 -6.69 3.73
H -0.66 -4.98 1.71
H -2.12 -4.39 2.56
H -1.96 -4.18 0.79
C 3.00 9.57 -2.86
S 1.78 8.69 -1.85
O 2.53 7.70 -1.01
C 1.03 7.78 -3.22
H 3.61 10.19 -2.20
H 3.63 8.86 -3.39
H 2.48 10.22 -3.57
H 1.79 7.18 -3.73
H 0.58 8.49 -3.92
H 0.25 7.12 -2.82
C 1.53 -5.21 3.82
S 0.46 -5.60 5.23
O -0.91 -5.09 4.92
C 1.24 -4.44 6.38
H 1.20 -5.80 2.97
H 1.44 -4.14 3.58
H 2.56 -5.46 4.07
H 1.17 -3.42 5.98
H 2.28 -4.72 6.54
H 0.70 -4.49 7.33
*
```

Calculated values
* E_HOMO: -0.055 Eh

Here is a structure of composition C16H43BiClO6Si2 in a non-equilibrium geometry from the OMol25 dataset. Energies are from ωB97M-V with the def2-TZVPD basis set.

The geometry in ORCA input format:
```
! wB97M-V def2-TZVPD RIJCOSX def2/J DEFGRID3
* xyz 1 1
O -1.67 2.34 0.94
O -0.06 4.00 0.18
C -2.65 1.22 0.48
C -2.47 -0.05 1.28
H -2.44 1.08 -0.58
H -3.65 1.64 0.62
H -1.43 -0.38 1.32
H -3.07 -0.86 0.84
H -2.83 0.10 2.31
C -1.32 2.28 2.24
C -1.24 3.51 2.99
H 1.06 -0.49 2.69
H -0.84 1.35 2.56
H -0.24 3.94 3.05
H -1.46 3.21 4.01
H -1.95 4.31 2.70
C 1.42 3.62 0.12
C -0.68 4.36 -1.21
C 1.88 2.98 1.40
H 1.91 4.59 0.02
H 1.59 3.06 -0.81
H 1.68 3.60 2.28
H 2.98 2.92 1.37
H 1.45 1.99 1.52
C -1.54 5.53 -0.82
H -1.23 3.46 -1.52
H 0.20 4.58 -1.84
H -2.30 5.22 -0.10
H -2.03 6.02 -1.66
H -0.91 6.29 -0.35
H -0.75 3.46 0.60
Bi 1.89 -1.73 0.55
C 1.04 -0.52 -1.09
Si 0.69 -0.21 -2.86
H 1.77 0.28 -0.81
H 0.13 -0.20 -0.55
C -1.13 0.29 -3.05
C 1.09 -1.78 -3.76
C 1.60 1.34 -3.47
C -0.03 -2.83 0.77
Si 0.24 -4.60 0.23
H -0.75 -2.26 0.16
H -0.32 -2.77 1.83
C 0.66 -4.69 -1.60
C -1.32 -5.54 0.62
C 1.66 -5.36 1.19
H 1.91 1.25 -4.52
H 2.51 1.54 -2.88
H 0.98 2.25 -3.40
H -1.80 -0.53 -2.73
H -1.34 0.56 -4.10
H -1.38 1.17 -2.42
H 0.46 -2.57 -3.31
H 2.15 -2.01 -3.56
H 0.88 -1.64 -4.84
H -2.16 -5.13 0.05
H -1.54 -5.46 1.69
H -1.18 -6.60 0.36
H 1.43 -5.36 2.27
H 2.61 -4.83 1.06
H 1.79 -6.40 0.84
H 0.90 -5.73 -1.88
H 1.52 -4.07 -1.87
H -0.20 -4.38 -2.20
O 0.79 -3.59 3.85
Cl 1.94 -2.66 4.07
O 1.38 -1.27 4.25
O 0.97 -0.23 1.73
O 2.76 -2.65 2.77
*
```

Calculated values
* energy relative to the best compared isomer or geometry (same formula, charge and spin): 102.9 kJ/mol
* E_HOMO (alpha / beta): -0.379 / -0.358 Eh

Here is a structure of composition C16H43ClCoO6Si2 in a non-equilibrium geometry from the OMol25 dataset. Energies are from ωB97M-V with the def2-TZVPD basis set.

The geometry in ORCA input format:
```
! wB97M-V def2-TZVPD RIJCOSX def2/J DEFGRID3
* xyz 1 5
O 0.69 3.83 0.54
O 1.45 4.67 -2.19
C -0.50 4.68 0.89
C -0.83 4.42 2.33
H -1.32 4.36 0.23
H -0.15 5.68 0.67
H -1.04 3.37 2.57
H -1.73 4.97 2.59
H -0.02 4.76 3.00
C 2.06 4.27 0.98
C 2.28 5.75 0.84
H 2.76 3.66 0.39
H 2.09 3.98 2.03
H 2.31 6.04 -0.21
H 3.27 6.00 1.25
H 1.53 6.34 1.39
C 2.50 3.93 -2.81
C 0.47 5.31 -2.98
C 3.79 4.66 -2.51
H 2.31 3.81 -3.89
H 2.51 2.93 -2.31
H 3.75 5.67 -2.95
H 4.62 4.12 -2.96
H 3.96 4.76 -1.44
C 0.98 6.68 -3.34
H -0.43 5.38 -2.32
H 0.21 4.69 -3.85
H 1.31 7.21 -2.45
H 0.20 7.25 -3.85
H 1.83 6.58 -4.01
H 0.53 2.92 -0.01
Co -0.06 0.44 0.17
C -0.44 1.87 -1.24
Si -1.68 1.29 -2.56
H -0.92 2.69 -0.71
H 0.51 2.17 -1.72
C -3.00 2.60 -2.78
C -2.52 -0.31 -2.16
C -0.70 1.02 -4.13
C 0.64 0.95 1.92
Si 2.40 0.27 1.99
H 0.04 0.48 2.73
H 0.60 2.02 2.11
C 3.38 1.37 3.17
C 3.24 0.23 0.30
C 2.43 -1.49 2.68
H 0.17 1.69 -4.17
H -1.32 1.22 -5.01
H -0.35 -0.02 -4.18
H -3.54 2.75 -1.83
H -3.72 2.27 -3.54
H -2.55 3.55 -3.10
H -2.85 -0.37 -1.12
H -1.89 -1.17 -2.37
H -3.41 -0.41 -2.78
H 3.85 1.14 0.16
H 2.53 0.15 -0.54
H 3.92 -0.64 0.26
H 3.45 -1.90 2.64
H 1.75 -2.15 2.12
H 2.11 -1.48 3.73
H 4.31 0.86 3.49
H 2.77 1.56 4.07
H 3.65 2.32 2.70
O -0.27 -2.77 1.56
Cl -0.83 -2.11 0.42
O -1.63 -2.98 -0.38
O -1.57 -0.89 0.84
O 0.28 -1.50 -0.43
*
```

Calculated values
* E_HOMO (alpha / beta): -0.444 / -0.468 Eh
* <S²>: 6.009

Here is a cluster of 3 separate species, C16H43FNOP3 in total from the OMol25 dataset. Energies are from ωB97M-V with the def2-TZVPD basis set.

The geometry in ORCA input format:
```
! wB97M-V def2-TZVPD RIJCOSX def2/J DEFGRID3
* xyz 0 1
C -4.65 -1.00 1.09
C -3.40 -1.70 0.56
C -2.47 -0.80 -0.25
F -1.90 -1.52 -1.30
P -0.99 -0.11 0.68
P -0.26 -2.28 1.22
N -0.47 -2.58 2.75
P -1.51 2.11 0.64
C -3.09 2.12 1.57
O -2.06 2.17 -0.95
H -5.07 -0.32 0.35
H -4.45 -0.43 2.00
H -5.42 -1.73 1.34
H -2.86 -2.17 1.38
H -3.68 -2.50 -0.12
H -3.00 0.05 -0.69
H 0.13 0.16 -0.14
H -0.85 0.04 2.11
H -0.87 -3.22 0.36
H 1.08 -2.44 0.80
H -0.87 -1.81 3.28
H -3.34 3.13 1.88
H -2.98 1.52 2.48
H -3.91 1.72 0.98
H -1.93 3.05 -1.32
C 0.48 3.61 -3.31
C -0.80 3.08 -3.94
C -0.66 2.75 -5.43
C -0.29 3.94 -6.31
C -1.25 5.13 -6.22
C -2.68 4.80 -6.63
H 0.80 4.55 -3.77
H 0.35 3.80 -2.24
H 1.29 2.89 -3.42
H -1.61 3.80 -3.80
H -1.11 2.17 -3.41
H -1.60 2.31 -5.78
H 0.10 1.98 -5.55
H -0.25 3.60 -7.35
H 0.72 4.28 -6.07
H -0.87 5.93 -6.86
H -1.25 5.53 -5.21
H -2.71 4.41 -7.65
H -3.32 5.68 -6.59
H -3.12 4.04 -5.98
C 2.56 -4.89 2.75
C 2.41 -4.16 4.08
C 2.94 -2.73 4.05
C 4.42 -2.59 3.72
C 5.36 -3.37 4.65
C 5.26 -2.93 6.11
H 3.61 -5.00 2.46
H 2.12 -5.88 2.78
H 2.05 -4.33 1.95
H 2.90 -4.73 4.87
H 1.35 -4.12 4.33
H 2.73 -2.25 5.01
H 2.36 -2.16 3.31
H 4.69 -1.53 3.75
H 4.60 -2.92 2.69
H 6.39 -3.24 4.30
H 5.15 -4.44 4.57
H 5.48 -1.87 6.21
H 5.96 -3.48 6.73
H 4.26 -3.10 6.51
*
```

Calculated values
* E_HOMO: -0.285 Eh
* SMILES: CC[C@H](F)[PH2]([PH2]=N)P(C)O.CCCCCC.CCCCCC

Electronic energy values (in a.u.) by entry order: -3950.69152, -2340.01177, -3508.19143, -1889.22623.